1.
Below is C33H31BCo2O9S as an isolated structure, with properties calculated with wB97M-V/def2-TZVPD.

Summary:
**E**: -139910.4437 eV
**Energy relative to the best compared isomer or geometry (same formula, charge and spin)**: 10.71 kcal/mol

Each line ends with the Mulliken charge.
Positions of all 77 atoms, in Å:
C 2.869 -4.969 -3.633  -0.764
O 1.980 -5.369 -2.563  -0.465
C 1.562 -4.402 -1.697  0.906
C 0.709 -4.799 -0.642  -0.871
C 0.275 -3.860 0.282  -0.554
C 0.721 -2.540 0.210  0.259
B 0.306 -1.469 1.418  1.013
C 1.781 -1.161 2.227  0.523
C 2.771 -0.209 2.411  -1.042
C 3.648 -0.544 3.533  -0.990
C 3.236 -1.689 4.189  0.756
C 3.737 -2.354 5.405  -1.286
S 1.907 -2.442 3.382  -0.286
O -0.039 -0.116 1.180  -0.052
C -1.269 0.131 1.843  0.906
C -1.206 1.495 2.519  -1.386
C -2.355 -0.014 0.765  -0.742
C -1.389 -1.101 2.888  2.037
C -0.782 -0.788 4.238  -2.507
C -2.817 -1.576 3.085  -1.893
O -0.653 -2.133 2.278  -0.542
C 1.556 -2.141 -0.826  -0.653
C 1.994 -3.056 -1.780  -0.632
H 2.986 -5.860 -4.248  0.247
H 2.425 -4.159 -4.224  0.287
H 3.844 -4.656 -3.237  0.307
H 0.393 -5.834 -0.574  0.415
H -0.416 -4.182 1.061  0.324
H 2.918 0.672 1.790  0.467
H 4.515 0.044 3.856  0.361
H 4.716 -1.970 5.699  0.359
H 3.016 -2.245 6.231  0.238
H 3.816 -3.428 5.184  0.307
H -2.216 1.893 2.650  0.336
H -0.722 1.403 3.492  0.540
H -0.613 2.223 1.963  0.089
H -3.316 0.375 1.137  0.523
H -2.054 0.524 -0.140  -1.262
H -2.438 -1.071 0.456  0.357
H -1.434 -0.098 4.785  0.445
H -0.716 -1.720 4.799  0.508
H 0.227 -0.373 4.162  0.465
H -3.394 -0.734 3.485  0.330
H -3.261 -1.924 2.147  0.339
H -2.807 -2.405 3.801  0.488
H 1.874 -1.102 -0.890  0.401
H 2.660 -2.733 -2.580  0.329
O -0.273 2.786 -7.639  -0.339
C -0.243 2.674 -6.492  0.522
Co -0.117 2.554 -4.716  -0.141
C 1.488 3.268 -4.853  0.203
O 2.505 3.789 -5.011  -0.317
C -1.036 3.997 -4.296  0.243
O -1.571 4.993 -4.035  -0.350
C 0.384 1.275 -3.240  -0.770
C -0.132 1.246 -1.977  -0.336
C 0.096 1.601 -0.690  0.177
C -0.558 2.867 -0.314  0.822
C 0.164 3.993 0.144  -0.007
C -0.512 5.161 0.477  -0.836
C -1.908 5.245 0.445  -0.541
C -2.630 4.153 -0.039  -1.691
C -1.960 3.004 -0.428  0.844
Co -1.424 0.986 -3.249  0.000
C -1.859 1.018 -4.978  0.146
O -2.415 0.671 -5.945  -0.396
C -2.824 2.213 -3.211  0.099
O -3.771 2.881 -3.293  -0.357
C -2.189 -0.549 -2.795  0.355
O -2.565 -1.612 -2.545  -0.328
H 1.271 0.668 -3.470  1.017
H 0.896 1.184 -0.094  0.132
H 1.256 3.891 0.165  0.493
H 0.068 6.032 0.760  0.428
H -2.433 6.160 0.720  0.445
H -3.713 4.176 -0.136  0.505
H -2.539 2.144 -0.783  1.042

2.
Below is an isolated ion of composition C3H4NO and charge +1, with properties calculated with wB97M-V/def2-TZVPD.

Summary:
**E**: -6700.1088 eV
**Energy relative to the best compared isomer or geometry (same formula, charge and spin)**: 105.19 kcal/mol
**Total charge**: +1

Each line ends with the natural charge from an NBO analysis.
Positions of all 9 atoms, in Å:
C 0.134 -0.452 -0.001  -0.019
C -1.163 -1.055 0.000  -0.027
C 1.421 0.815 -0.001  -0.048
N 1.250 -1.255 -0.001  0.213
O 2.173 -0.395 0.001  -0.149
H -1.190 -2.136 0.003  0.257
H -2.078 -0.482 -0.002  0.255
H 1.505 1.396 -0.916  0.259
H 1.503 1.396 0.915  0.259

no.,Kohn-Sham gap (Eh),E_LUMO (eV),HOMO (eV)
1,0.126,-3.435,-6.860
2,0.339,-7.887,-17.118